a) Here is CH3FINS in the gas phase from the OMol25 dataset. Energies are from ωB97M-V with the def2-TZVPD basis set.

Properties
Multiplicity: 1
Molecular weight, g mol⁻¹: 207.011
Kohn-Sham gap, hartree: 0.318
LUMO, eV: -1.04

Last column: Mulliken charge in e.
Element x y z (Å)
C1 0.26 0.32 -0.06  -0.631
N1 1.03 1.12 0.86  -0.268
F1 2.60 2.07 -1.02  -0.278
S1 2.51 1.52 0.60  0.356
I1 3.76 -0.56 0.04  -0.003
H1 -0.73 0.33 0.39  0.235
H2 0.53 -0.75 -0.12  0.289
H3 0.35 0.83 -1.06  0.300

---

b) Here is CH3FINS in the gas phase from the OMol25 dataset. Energies are from ωB97M-V with the def2-TZVPD basis set.

Properties
Multiplicity: 1
Molecular weight, g mol⁻¹: 207.011
Kohn-Sham gap, hartree: 0.299
LUMO, eV: -1.39

Last column: Mulliken charge in e.
Element x y z (Å)
C1 -1.08 -0.41 0.12  -0.571
N1 -0.24 0.54 0.69  -0.135
F1 1.33 1.62 -0.98  -0.233
S1 1.14 1.04 0.57  0.271
I1 2.75 -1.02 -0.08  -0.138
H1 -1.91 -0.48 0.71  0.270
H2 -0.55 -1.29 -0.19  0.262
H3 -1.44 0.01 -0.83  0.275

---

c) Here is 3 unconnected molecules or ions with the total composition CH3FINS from the OMol25 dataset. Energies are from ωB97M-V with the def2-TZVPD basis set.

Properties
Multiplicity: 1
Molecular weight, g mol⁻¹: 207.011
Kohn-Sham gap (alpha / beta), hartree: 0.300 / 0.300
LUMO (alpha / beta), eV: -1.43 / -1.43

Last column: Mulliken charge in e.
Element x y z (Å)
C1 0.05 -0.30 1.36  -0.116
N1 -0.95 0.36 1.72  0.169
F1 -0.85 0.16 3.53  -0.501
S1 -2.12 1.24 1.28  -0.020
I1 1.43 1.69 -2.42  -0.088
H1 0.28 -0.15 0.28  0.148
H2 0.94 -0.66 1.85  0.306
H3 2.50 1.62 -1.18  0.102

---

It is a) that is most stable; the runner-up trails by 0.071 eV.

---

a) Here is C7H8O in the gas phase from the OMol25 dataset. Energies are from ωB97M-V with the def2-TZVPD basis set.

Properties
Multiplicity: 1
Molecular weight, g mol⁻¹: 108.140
Kohn-Sham gap, hartree: 0.342
LUMO, eV: 1.11

Last column: Mulliken charge in e.
Element x y z (Å)
C1 0.13 1.92 -0.10  -0.997
C2 0.66 0.72 -0.11  0.824
C3 2.06 0.13 -0.18  -0.652
C4 1.82 -1.16 -0.01  -0.089
C5 -0.23 -0.36 -0.19  0.575
C6 -1.35 -0.46 0.74  -0.543
C7 -1.67 -0.52 -0.73  -0.728
H1 -0.96 1.98 -0.15  0.227
H2 0.88 2.83 0.02  0.218
H3 3.03 0.78 0.26  0.232
H4 2.59 -2.08 -0.03  0.281
H5 -1.65 0.44 1.39  0.245
H6 -1.42 -1.51 1.23  0.250
H7 -2.18 -1.49 -0.87  0.288
H8 -2.17 0.39 -1.11  0.273
O1 0.45 -1.62 -0.16  -0.404

---

b) Here is C7H8O in the gas phase from the OMol25 dataset. Energies are from ωB97M-V with the def2-TZVPD basis set.

Properties
Multiplicity: 1
Molecular weight, g mol⁻¹: 108.140
Kohn-Sham gap, hartree: 0.313
LUMO, eV: 0.70

Last column: Mulliken charge in e.
Element x y z (Å)
C1 0.95 1.68 0.08  -0.359
C2 1.97 0.68 -0.14  -0.281
C3 -2.02 -0.41 -0.17  0.123
C4 -3.17 -0.93 0.08  -0.820
C5 -0.35 1.37 0.04  -0.065
C6 1.78 -0.60 0.20  -0.358
C7 -0.83 0.08 -0.40  -0.663
O1 2.72 -1.55 -0.09  -0.484
H1 1.27 2.69 0.28  0.368
H2 2.90 0.97 -0.61  0.357
H3 -3.34 -1.60 0.91  0.243
H4 -4.03 -0.72 -0.54  0.241
H5 -1.10 2.12 0.27  0.367
H6 0.94 -0.92 0.80  0.441
H7 -0.16 -0.48 -1.05  0.550
H8 2.48 -2.39 0.32  0.339

---

c) Here is C7H8O in the gas phase from the OMol25 dataset. Energies are from ωB97M-V with the def2-TZVPD basis set.

Properties
Multiplicity: 1
Molecular weight, g mol⁻¹: 108.140
Kohn-Sham gap, hartree: 0.340
LUMO, eV: 0.95

Last column: Mulliken charge in e.
Element x y z (Å)
C1 -0.18 -1.37 -1.57  -0.278
C2 -0.78 -1.53 -0.31  -0.620
C3 -0.22 -0.41 0.56  0.583
C4 -0.18 -0.02 1.73  -0.785
C5 0.20 1.42 1.62  -0.122
C6 0.67 1.68 0.20  -0.788
C7 0.29 0.55 -0.45  0.377
H1 -1.05 -1.41 -2.54  0.195
H2 0.70 -2.03 -1.76  0.263
H3 -0.77 -2.52 0.26  0.346
H4 -1.84 -1.19 -0.26  0.196
H5 -0.42 -0.59 2.70  0.318
H6 -0.70 2.08 1.86  0.226
H7 1.05 2.07 2.29  0.278
H8 1.63 2.45 0.21  0.197
O1 0.33 -0.11 -1.68  -0.387

---

It is b) that is most stable; the runner-up trails by 1.376 eV.

---

a) Here is a molecular structure, C15H10N3O11Tl from the OMol25 dataset. Energies are from ωB97M-V with the def2-TZVPD basis set.

Properties
Total charge: -2
Multiplicity: 1
Molecular weight, g mol⁻¹: 612.638
Kohn-Sham gap, hartree: 0.213
LUMO, eV: 3.41

Last column: Mulliken charge in e.
Element x y z (Å)
Tl1 -0.87 0.42 0.25  0.761
O1 -2.62 -0.58 3.23  -0.488
C1 -2.27 -1.49 3.95  -0.309
C2 -0.95 -2.11 4.06  0.956
C3 -0.85 -3.14 4.98  -0.334
C4 0.34 -3.82 5.19  -0.227
C5 1.49 -3.45 4.45  -0.339
C6 1.43 -2.45 3.54  -0.616
C7 0.21 -1.70 3.28  -0.108
O2 0.19 -0.78 2.45  -0.616
N1 0.41 -4.86 6.15  0.961
O3 1.48 -5.44 6.33  -0.682
O4 -0.61 -5.17 6.77  -0.686
H1 -3.01 -1.96 4.64  0.198
H2 -1.72 -3.43 5.55  0.374
H3 2.41 -3.99 4.63  0.425
H4 2.30 -2.16 2.97  0.428
O5 2.64 -0.26 -3.36  -0.748
C8 1.53 0.03 -2.89  0.309
O6 0.95 -0.37 -1.86  -0.602
C9 0.69 0.99 -3.77  0.086
C10 1.33 1.74 -4.75  -0.633
C11 0.58 2.60 -5.54  0.122
C12 -0.79 2.73 -5.41  -0.298
C13 -1.39 1.96 -4.44  0.074
C14 -0.68 1.11 -3.61  -0.662
N2 -2.86 2.06 -4.30  1.070
O7 -3.40 1.34 -3.49  -0.618
O8 -3.45 2.84 -5.03  -0.654
N3 1.26 3.40 -6.58  1.045
O9 2.46 3.31 -6.68  -0.630
O10 0.57 4.15 -7.26  -0.650
H5 2.39 1.62 -4.88  0.559
H6 -1.36 3.40 -6.04  0.575
H7 -1.17 0.53 -2.84  0.618
C15 0.67 2.58 2.08  -0.557
O11 0.04 2.36 0.86  -0.710
H8 1.22 3.54 2.07  0.262
H9 1.40 1.80 2.34  0.156
H10 -0.03 2.64 2.93  0.188

---

b) Here is a molecular structure, C15H10N3O11Tl from the OMol25 dataset. Energies are from ωB97M-V with the def2-TZVPD basis set.

Properties
Total charge: -2
Multiplicity: 1
Molecular weight, g mol⁻¹: 612.638
Kohn-Sham gap, hartree: 0.213
LUMO, eV: 3.44

Last column: Mulliken charge in e.
Element x y z (Å)
Tl1 0.54 1.49 0.11  0.755
O1 0.28 0.76 3.66  -0.486
C1 0.63 -0.31 4.11  -0.366
C2 1.68 -1.21 3.63  0.921
C3 1.95 -2.29 4.45  -0.235
C4 2.97 -3.19 4.17  -0.230
C5 3.75 -3.02 3.01  -0.346
C6 3.49 -1.99 2.17  -0.583
C7 2.45 -1.00 2.41  -0.082
O2 2.27 -0.07 1.61  -0.607
N1 3.22 -4.28 5.05  0.952
O3 4.09 -5.10 4.74  -0.678
O4 2.50 -4.43 6.04  -0.683
H1 0.14 -0.70 5.04  0.201
H2 1.35 -2.44 5.35  0.366
H3 4.53 -3.73 2.80  0.425
H4 4.06 -1.85 1.25  0.399
O5 -1.13 -1.83 -3.21  -0.752
C8 -1.15 -0.88 -2.42  0.303
O6 -0.47 -0.66 -1.39  -0.596
C9 -2.18 0.22 -2.77  0.124
C10 -2.65 0.33 -4.07  -0.674
C11 -3.58 1.30 -4.38  0.149
C12 -4.14 2.14 -3.43  -0.368
C13 -3.67 1.98 -2.14  0.078
C14 -2.67 1.09 -1.80  -0.708
N2 -4.28 2.83 -1.09  1.067
O7 -3.85 2.73 0.03  -0.612
O8 -5.23 3.53 -1.41  -0.653
N3 -4.03 1.45 -5.78  1.045
O9 -3.57 0.70 -6.61  -0.630
O10 -4.89 2.29 -6.01  -0.650
H5 -2.28 -0.37 -4.81  0.553
H6 -4.90 2.87 -3.68  0.572
H7 -2.26 1.06 -0.80  0.686
C15 3.42 2.51 -0.75  -0.572
O11 2.15 2.24 -1.21  -0.681
H8 4.14 2.67 -1.58  0.234
H9 3.86 1.70 -0.14  0.166
H10 3.49 3.43 -0.13  0.196

---

It is a) that is most stable; the runner-up trails by 0.155 eV.

---

a) Here is 4 unconnected molecules or ions with the total composition C3H14O3S from the OMol25 dataset. Energies are from ωB97M-V with the def2-TZVPD basis set.

Properties
Multiplicity: 1
Molecular weight, g mol⁻¹: 130.209
Kohn-Sham gap, hartree: 0.361
LUMO, eV: 0.49

Last column: Mulliken charge in e.
Element x y z (Å)
C1 -2.71 -0.50 -0.57  -1.216
C2 -2.07 -0.65 -1.95  -0.349
C3 -1.05 -1.82 -1.96  -0.634
S1 0.39 -1.42 -3.04  -0.261
H1 -3.13 0.50 -0.38  0.325
H2 -1.96 -0.63 0.20  0.348
H3 -3.54 -1.18 -0.38  0.344
H4 -2.82 -0.84 -2.72  0.297
H5 -1.55 0.25 -2.28  0.327
H6 -1.46 -2.75 -2.35  0.414
H7 -0.68 -2.02 -0.96  0.293
H8 0.27 -2.47 -3.84  0.118
H9 4.27 0.06 4.41  0.318
H10 4.80 1.26 3.51  0.314
O1 4.95 0.36 3.80  -0.632
H11 0.04 1.12 -0.65  0.306
H12 1.35 0.25 -0.81  0.315
O2 0.85 0.83 -0.23  -0.623
H13 2.12 3.27 3.16  0.308
H14 0.70 2.85 3.71  0.313
O3 1.22 3.55 3.33  -0.623

---

b) Here is 4 unconnected molecules or ions with the total composition C3H14O3S from the OMol25 dataset. Energies are from ωB97M-V with the def2-TZVPD basis set.

Properties
Multiplicity: 1
Molecular weight, g mol⁻¹: 130.209
Kohn-Sham gap, hartree: 0.313
LUMO, eV: 0.22

Last column: Mulliken charge in e.
Element x y z (Å)
C1 1.45 2.10 2.30  -1.010
C2 2.11 1.80 1.01  -0.527
S1 0.97 1.99 -0.43  -0.121
C3 0.51 0.27 -0.62  -0.438
H1 1.32 3.10 2.72  0.324
H2 1.99 1.56 3.09  0.301
H3 0.42 1.73 2.38  0.288
H4 2.53 0.78 0.97  0.287
H5 3.05 2.29 0.76  0.420
H6 1.09 -0.19 -1.43  0.372
H7 0.62 -0.40 0.23  0.215
H8 -0.53 0.07 -0.89  -0.091
H9 -1.06 -3.03 1.15  0.292
H10 0.03 -3.75 0.23  0.302
O1 -0.27 -2.93 0.63  -0.580
H11 -2.51 -2.21 -1.63  0.314
H12 -2.91 -2.48 -0.15  0.255
O2 -2.76 -1.82 -0.81  -0.567
H13 -2.02 0.20 -2.38  0.300
H14 -1.69 0.32 -3.90  0.314
O3 -2.33 0.58 -3.23  -0.649

---

It is a) that is most stable; the runner-up trails by 0.462 eV.

---

a) Here is a gas-phase ion, C4H7N2S (charge +1) from the OMol25 dataset. Energies are from ωB97M-V with the def2-TZVPD basis set.

Properties
Total charge: +1
Multiplicity: 1
Molecular weight, g mol⁻¹: 115.181
Kohn-Sham gap, hartree: 0.345
LUMO, eV: -4.01

Last column: Mulliken charge in e.
Element x y z (Å)
C1 -1.95 0.03 -0.43  -0.575
C2 -0.86 0.84 -0.24  0.085
C3 -0.39 -1.33 0.37  -0.253
C4 1.49 0.52 0.61  -0.602
N1 -1.61 -1.24 -0.06  0.034
N2 0.16 0.13 0.26  0.131
S1 2.75 -0.45 -0.30  -0.120
H1 -2.92 0.28 -0.80  0.401
H2 -0.79 1.89 -0.43  0.428
H3 0.21 -2.15 0.71  0.398
H4 1.61 1.59 0.41  0.355
H5 1.67 0.32 1.67  0.303
H6 -2.25 -2.03 -0.12  0.247
H7 2.63 0.19 -1.46  0.168

---

b) Here is 2 unconnected molecules or ions with the total composition C4H7N2S from the OMol25 dataset. Energies are from ωB97M-V with the def2-TZVPD basis set.

Properties
Total charge: +1
Multiplicity: 1
Molecular weight, g mol⁻¹: 115.181
Kohn-Sham gap, hartree: 0.301
LUMO, eV: -5.80

Last column: Mulliken charge in e.
Element x y z (Å)
C1 1.07 -3.17 -0.23  -0.390
C2 1.82 -3.39 0.70  -0.382
C3 0.08 2.60 -0.17  -1.180
C4 -0.06 1.16 -0.50  0.004
N1 2.19 0.24 0.11  0.154
N2 1.19 0.56 -0.40  0.189
S1 3.50 -0.21 0.64  0.193
H1 0.46 -2.92 -1.17  0.346
H2 2.35 -3.50 1.57  0.445
H3 0.63 2.78 0.71  0.406
H4 -0.89 3.09 0.16  0.330
H5 0.48 3.20 -1.00  0.341
H6 -0.48 0.94 -1.46  0.254
H7 -0.51 0.65 0.41  0.289

---

It is a) that is most stable; the runner-up trails by 5.370 eV.

---

a) Here is 2 unconnected molecules or ions with the total composition C2H10N2O from the OMol25 dataset. Energies are from ωB97M-V with the def2-TZVPD basis set.

Properties
Multiplicity: 1
Molecular weight, g mol⁻¹: 78.115
Kohn-Sham gap, hartree: 0.377
LUMO, eV: 0.83

Last column: Mulliken charge in e.
Element x y z (Å)
C1 -0.27 -1.96 0.36  -0.831
N1 0.33 -1.26 -0.82  -0.448
C2 0.85 0.03 -0.45  0.079
N2 0.61 1.14 -1.43  -0.648
H1 -0.60 -2.93 -0.01  0.300
H2 -1.05 -1.33 0.78  0.283
H3 0.49 -2.12 1.14  0.331
H4 1.07 -1.89 -1.09  0.260
H5 0.32 0.37 0.43  -0.159
H6 1.91 0.19 -0.25  0.323
H7 -0.38 1.34 -1.48  0.257
H8 0.83 0.70 -2.33  0.250
H9 -1.44 1.65 2.77  0.324
H10 -0.88 1.32 1.32  0.349
O1 -1.26 1.99 1.89  -0.670

---

b) Here is 2 unconnected molecules or ions with the total composition C2H10N2O from the OMol25 dataset. Energies are from ωB97M-V with the def2-TZVPD basis set.

Properties
Multiplicity: 1
Molecular weight, g mol⁻¹: 78.115
Kohn-Sham gap, hartree: 0.356
LUMO, eV: 0.66

Last column: Mulliken charge in e.
Element x y z (Å)
C1 -0.43 0.19 -1.28  -0.893
N1 -0.40 -0.86 -0.28  -0.406
C2 -0.75 -0.41 1.08  -0.440
N2 -2.13 0.02 1.21  -0.614
H1 -0.14 -0.25 -2.24  0.307
H2 0.23 1.00 -1.03  0.301
H3 -1.44 0.56 -1.43  0.312
H4 0.52 -1.28 -0.26  0.241
H5 -0.59 -1.28 1.72  0.383
H6 -0.12 0.43 1.41  0.314
H7 -2.73 -0.66 0.77  0.264
H8 -2.25 0.93 0.79  0.232
H9 3.97 -0.04 -0.12  0.318
H10 2.78 0.93 0.14  0.321
O1 3.49 0.72 -0.48  -0.640

---

It is b) that is most stable; the runner-up trails by 0.442 eV.

---

a) Here is CN4O2S in the gas phase from the OMol25 dataset. Energies are from ωB97M-V with the def2-TZVPD basis set.

Properties
Multiplicity: 1
Molecular weight, g mol⁻¹: 132.104
Kohn-Sham gap, hartree: 0.296
LUMO, eV: -1.98

Last column: Mulliken charge in e.
Element x y z (Å)
C1 0.42 0.32 -0.13  0.379
N1 -1.11 0.44 -0.15  0.503
N2 0.88 -1.09 -0.22  0.061
N3 2.09 -1.06 -0.20  -0.158
N4 1.35 1.13 0.29  -0.147
O1 -1.53 1.56 -0.23  -0.478
O2 2.47 0.34 0.20  -0.083
S1 -2.03 -0.82 0.18  -0.077

---

b) Here is CN4O2S in the gas phase from the OMol25 dataset. Energies are from ωB97M-V with the def2-TZVPD basis set.

Properties
Multiplicity: 1
Molecular weight, g mol⁻¹: 132.104
Kohn-Sham gap, hartree: 0.293
LUMO, eV: -2.25

Last column: Mulliken charge in e.
Element x y z (Å)
C1 -0.03 0.00 -0.04  0.414
N1 1.40 0.31 0.04  0.437
N2 -0.65 -1.23 0.08  -0.053
N3 -1.84 -1.08 0.11  -0.124
N4 -0.94 0.95 -0.17  -0.139
O1 1.63 1.52 0.15  -0.447
O2 -2.14 0.31 -0.10  -0.030
S1 2.56 -0.80 -0.09  -0.058

---

It is b) that is most stable; the runner-up trails by 0.644 eV.

---

a) Here is C2H3FIN in the gas phase from the OMol25 dataset. Energies are from ωB97M-V with the def2-TZVPD basis set.

Properties
Multiplicity: 1
Molecular weight, g mol⁻¹: 186.955
Kohn-Sham gap, hartree: 0.310
LUMO, eV: -0.77

Last column: Mulliken charge in e.
Element x y z (Å)
C1 1.16 -0.18 -0.38  -0.584
C2 0.14 -0.30 0.45  -0.001
N1 -1.04 0.41 0.48  -0.228
F1 -0.89 1.77 -0.23  -0.262
I1 -2.74 -0.49 -0.19  0.218
H1 2.08 -0.72 -0.20  0.248
H2 1.14 0.48 -1.23  0.258
H3 0.16 -0.97 1.30  0.351

---

b) Here is 2 unconnected molecules or ions with the total composition C2H3FIN from the OMol25 dataset. Energies are from ωB97M-V with the def2-TZVPD basis set.

Properties
Multiplicity: 1
Molecular weight, g mol⁻¹: 186.955
Kohn-Sham gap (alpha / beta), hartree: 0.312 / 0.311
LUMO (alpha / beta), eV: -1.44 / -1.44

Last column: Mulliken charge in e.
Element x y z (Å)
C1 0.11 0.75 -0.27  0.404
C2 -0.66 -0.48 -0.18  -0.713
N1 0.48 1.84 -0.11  -0.213
F1 1.74 -0.73 0.19  -0.721
I1 -2.89 -0.08 0.03  0.081
H1 -0.38 -0.96 -1.18  0.346
H2 -0.32 -1.12 0.57  0.448
H3 1.41 2.20 -0.30  0.369

---

It is b) that is most stable; the runner-up trails by 0.634 eV.